Record 1
A cluster of 11 separate species, H22O11 in total in a non-equilibrium geometry. Source: the OMol25 dataset; level of theory: ωB97M-V with the def2-TZVPD basis set.

```
33
Properties=species:S:1:pos:R:3:lowdin_charge:R:1
O -3.1567 1.5087 0.1098 -0.11
H -2.9975 1.2404 1.0958 0.06
H -3.7879 0.8825 -0.2607 0.02
O 1.3525 1.4825 -4.4179 -0.07
H 2.1654 1.7370 -4.1291 -0.05
H 0.7523 2.2953 -4.6793 0.11
O -1.9149 0.0412 -3.4986 -0.13
H -1.1319 0.5799 -3.2883 0.04
H -1.7186 -0.5620 -4.4025 0.18
O -0.8700 -3.7621 -3.0784 0.03
H -0.9901 -4.5934 -2.8928 -0.07
H -0.6339 -3.3389 -2.2718 0.02
O -0.6059 -1.6936 4.0317 -0.13
H -1.2845 -1.5686 3.3606 0.04
H 0.0302 -0.9803 3.5886 0.13
O 2.3938 -2.0147 2.9340 -0.07
H 1.7380 -2.7402 2.9804 -0.01
H 2.9862 -1.8341 3.6390 0.01
O 2.4347 3.5896 -2.0633 -0.13
H 3.2664 3.6345 -1.4998 0.02
H 1.8704 4.2321 -1.5419 0.07
O -1.4823 -1.0412 -1.0823 -0.04
H -1.5044 -0.5766 -1.9184 -0.03
H -2.3834 -1.1898 -1.0637 -0.02
O 0.3097 -3.6805 3.2602 -0.17
H 0.3850 -3.2270 4.2308 0.12
H -0.6598 -3.5064 3.0497 0.07
O -1.5840 2.1704 2.8207 0.05
H -1.6430 1.6842 3.6134 0.02
H -0.8877 2.6740 2.9528 -0.04
O 3.5002 3.1579 0.0612 -0.09
H 2.9983 2.9396 0.8697 0.07
H 3.0533 2.4595 -0.5094 0.08
```

The frontier orbital gap comes out at 10.518 eV. The calculation puts the LUMO energy at -0.005 hartree. For the HOMO energy, the calculation gives -10.657 eV. Its structure (SMILES) is O.O.O.O.O.O.O.O.O.O.O. Its total charge is 0.



Record 2
A cluster of 11 separate species, H22O11 in total in a non-equilibrium geometry. Source: the OMol25 dataset; level of theory: ωB97M-V with the def2-TZVPD basis set.

```
33
Properties=species:S:1:pos:R:3:lowdin_charge:R:1
O 0.2601 0.0482 0.1370 -0.08
H 0.7261 0.6007 -0.5007 0.04
H 0.5710 -0.8438 -0.0542 0.05
O -0.9680 2.7967 -3.3500 -0.06
H -1.8520 2.7912 -3.7339 0.03
H -1.1125 3.0526 -2.4321 0.02
O 1.3519 3.9040 -1.4599 -0.04
H 1.9115 3.4608 -2.1076 0.05
H 1.2632 3.2608 -0.7475 0.00
O -1.0795 2.5815 2.8368 -0.06
H -1.3971 1.8144 2.3473 0.04
H -0.9985 2.2642 3.7433 0.05
O -2.1306 -1.7912 -1.9356 -0.05
H -2.7354 -2.5415 -1.9254 0.04
H -2.7082 -1.0233 -1.8601 0.01
O 2.2914 -3.4206 -1.4715 -0.05
H 1.4186 -3.2731 -1.0901 0.01
H 2.1662 -3.2583 -2.4133 0.04
O 0.8139 3.7327 1.8153 -0.07
H 0.8932 4.6931 1.7959 0.05
H 0.1922 3.5344 1.1060 0.02
O 2.3779 0.2779 0.2733 -0.08
H 1.7857 -0.2543 0.8164 0.03
H 2.0012 1.1641 0.3146 0.03
O 0.9968 -3.4827 2.8427 -0.07
H 1.0026 -2.7033 3.4096 0.03
H 1.2546 -4.2020 3.4302 0.04
O -3.6191 0.8328 -0.3073 -0.05
H -3.9715 1.7133 -0.1358 0.04
H -3.4937 0.8124 -1.2628 0.02
O 1.2818 -5.4345 0.7999 -0.06
H 0.8830 -6.2977 0.6426 0.04
H 0.6231 -4.8094 0.4769 0.02
```

The frontier orbital gap comes out at 9.969 eV. The calculation puts the LUMO energy at -0.005 hartree. For the HOMO energy, the calculation gives -10.103 eV. Its structure (SMILES) is O.O.O.O.O.O.O.O.O.O.O. Its total charge is 0.



Record 3
A cluster of 11 separate species, H22O11 in total in a non-equilibrium geometry. Source: the OMol25 dataset; level of theory: ωB97M-V with the def2-TZVPD basis set.

```
33
Properties=species:S:1:pos:R:3:lowdin_charge:R:1
O 0.2395 -1.0750 0.2302 -0.08
H 0.8338 -0.3200 0.1544 0.05
H -0.6355 -0.6779 0.3065 0.05
O 2.9959 0.5794 -1.5226 -0.04
H 2.1627 0.5291 -1.0406 0.01
H 3.2903 -0.3367 -1.5781 0.04
O -0.9645 3.9285 -0.3653 -0.06
H -1.5647 3.3617 -0.8628 0.02
H -1.1997 4.8207 -0.6437 0.03
O -1.9733 -0.4049 -2.0013 -0.03
H -1.5283 -0.4681 -1.1486 0.01
H -1.7552 -1.2340 -2.4417 0.06
O -3.9921 1.5570 -1.3300 -0.07
H -4.6198 1.9655 -1.9367 0.03
H -3.6381 0.8104 -1.8263 -0.01
O 0.0181 -0.2647 2.8911 -0.05
H -0.6890 -0.7987 3.2704 0.04
H -0.1264 -0.3256 1.9401 -0.02
O 2.9434 0.7278 2.1175 -0.05
H 2.3194 1.4389 2.3017 0.04
H 2.3975 0.0287 1.7402 0.01
O 3.0733 -3.4820 -2.4813 -0.06
H 2.4344 -2.7631 -2.4185 0.02
H 2.5673 -4.2669 -2.2431 0.03
O -0.0819 -2.6932 1.4091 -0.08
H 0.5186 -3.3040 0.9672 0.06
H -0.1866 -3.0649 2.2922 0.06
O -4.5253 -1.8133 0.8947 -0.06
H -5.3528 -1.6930 1.3740 0.04
H -3.8623 -1.4109 1.4670 0.02
O 2.6164 3.1700 0.2492 -0.07
H 3.4442 2.6774 0.2823 0.03
H 2.3954 3.1946 -0.6886 0.03
```

The frontier orbital gap comes out at 10.455 eV. The calculation puts the LUMO energy at -0.014 hartree. For the HOMO energy, the calculation gives -10.837 eV. Its structure (SMILES) is O.O.O.O.O.O.O.O.O.O.O. Its total charge is 0.



no.,E_tot (Eh)
1,-840.67687
2,-840.71068
3,-840.73973